No. 1
# C2H9N3

A 2-piece molecular cluster, C2H9N3 overall in a non-equilibrium geometry (the ωB97M-V functional and the def2-TZVPD basis, the OMol25 dataset).

* LUMO: 1.13 eV
* maximum force: 0.082 Eh/bohr
* E_tot: -245.7845 a.u.
* SMILES: [H]/N=N/CC.N
* highest occupied orbital energy: -9.120 eV

Last column: Löwdin charge in e.
Cartesian coordinates (Å):
C: -2.30397 0.41470 0.04140  -0.11
C: -0.96516 0.02023 0.61414  -0.26
N: -0.18327 -0.47144 -1.43532  0.06
N: 3.10231 -0.00280 -0.04442  -0.02
N: 0.11199 -0.52214 -0.27285  -0.11
H: -2.91554 0.80231 0.85170  0.08
H: -2.32052 1.14537 -0.66932  0.03
H: -2.75507 -0.43180 -0.48423  0.08
H: -0.53609 0.78776 1.08814  0.05
H: -1.10114 -0.66577 1.48704  0.13
H: 0.59992 -1.02758 -1.93108  0.10
H: 2.08496 0.09129 -0.07780  -0.05
H: 3.44014 -0.84385 0.48584  0.02
H: 3.74145 0.70372 0.34678  0.00

=====

No. 2
# C2H9N3

A 2-piece molecular cluster, C2H9N3 overall in a non-equilibrium geometry (the ωB97M-V functional and the def2-TZVPD basis, the OMol25 dataset).

* LUMO: 0.99 eV
* maximum force: 0.027 Eh/bohr
* E_tot: -245.8115 a.u.
* SMILES: C=N.NCN
* highest occupied orbital energy: -8.501 eV

Last column: Löwdin charge in e.
Cartesian coordinates (Å):
C: -2.82153 1.05029 0.93032  -0.14
N: -1.96197 0.61042 0.11812  0.02
H: -3.86611 0.89177 0.65121  0.06
H: -2.64492 1.45136 1.92528  0.06
H: -1.02114 0.92054 0.35697  0.02
N: 1.42918 0.29851 -1.39860  -0.02
C: 1.91842 -0.48217 -0.25208  -0.37
N: 0.92340 -1.30362 0.37745  -0.01
H: 1.64741 -0.08703 -2.30188  0.05
H: 0.44041 0.48159 -1.31201  0.03
H: 2.72127 -1.09413 -0.65714  0.10
H: 2.21621 0.24045 0.50157  0.10
H: 0.52814 -0.95231 1.22390  0.05
H: 0.49125 -2.02567 -0.16312  0.07

=====

No. 3
# C2H9N3

A 2-piece molecular cluster, C2H9N3 overall in a non-equilibrium geometry (the ωB97M-V functional and the def2-TZVPD basis, the OMol25 dataset).

* LUMO (alpha / beta): 1.23 / -0.30 eV
* maximum force: 0.084 Eh/bohr
* E_tot: -245.6532 a.u.
* 2S+1: 3
* highest occupied orbital energy (alpha / beta): -6.825 / -9.493 eV
* ⟨S²⟩: 2.0084

Last column: Löwdin spin population.
Cartesian coordinates (Å):
C: 2.42421 0.17397 0.13645  0.09
C: -2.26681 -0.60893 0.16295  0.02
N: 1.28552 -0.50994 -0.41861  0.81
N: -1.51793 0.48773 -0.46439  0.31
N: -0.40087 0.83784 0.25802  0.66
H: 2.59038 0.90137 -0.61797  0.00
H: 2.35925 0.48723 1.21316  0.02
H: 3.25130 -0.46463 0.23629  0.04
H: -3.22919 -0.48342 -0.13813  0.00
H: -1.73119 -1.44495 -0.22076  0.01
H: -2.33386 -0.40778 1.14923  0.00
H: 0.99995 -1.08284 0.36666  0.02
H: -1.50082 0.48596 -1.43665  0.02
H: 0.07004 1.62840 -0.22626  0.01

=====

No. 4
# C2H9N3O

C2H9N3O as an isolated structure (the ωB97M-V functional and the def2-TZVPD basis, the OMol25 dataset).

* LUMO: 0.62 eV
* maximum force: 0.009 Eh/bohr
* E_tot: -320.9877 a.u.
* highest occupied orbital energy: -8.211 eV

Last column: Löwdin charge in e.
Cartesian coordinates (Å):
C: 1.78669 -0.31354 -1.52290  -0.06
C: 0.80017 0.30743 -0.59230  -0.42
N: -0.62195 -0.63629 -0.60697  0.14
N: 0.78926 1.27535 0.13921  0.12
H: -1.26859 0.00502 0.01024  0.05
H: -0.48148 -1.51336 -0.11348  0.11
H: -0.33137 1.31942 0.71758  0.02
H: 2.01358 -1.34054 -1.22436  0.08
H: 1.39962 -0.34298 -2.54517  0.08
H: 2.70408 0.27199 -1.50892  0.08
N: -1.29573 0.11216 2.19877  -0.06
O: -1.49999 1.03441 1.08991  -0.36
H: -0.98356 -0.81654 -1.53853  0.11
H: -2.22674 -0.00441 2.59252  0.06
H: -0.78399 0.64189 2.90440  0.06

=====

No. 5
# C2H9N3O

C2H9N3O as an isolated structure in a non-equilibrium geometry (the ωB97M-V functional and the def2-TZVPD basis, the OMol25 dataset).

* LUMO: -2.46 eV
* maximum force: 0.126 Eh/bohr
* E_tot: -320.8953 a.u.
* highest occupied orbital energy: -7.959 eV

Last column: Löwdin charge in e.
Cartesian coordinates (Å):
N: -0.71654 -0.47596 2.17515  0.11
C: -0.40173 -0.95449 0.83874  -0.24
N: -1.37182 -0.51646 -0.14011  0.06
H: -1.36844 0.28735 2.07533  0.09
H: 0.08746 -0.25508 2.77094  0.10
H: -0.30978 -2.01574 0.94772  0.12
H: -0.97918 0.03957 -0.94759  0.00
H: -2.12083 -1.14308 -0.40982  0.09
N: 1.61910 0.21983 -0.01240  0.11
C: 0.90253 1.12567 -1.03872  -0.44
O: -0.00777 0.58828 -1.91921  -0.28
H: 2.24607 -0.31172 -0.58003  0.06
H: 0.75069 -0.50808 0.50019  0.05
H: 0.35940 1.89225 -0.40663  0.10
H: 1.67682 1.68937 -1.55503  0.09

=====

No. 6
# C2H9N3O

C2H9N3O as an isolated structure in a non-equilibrium geometry (the ωB97M-V functional and the def2-TZVPD basis, the OMol25 dataset).

* LUMO (alpha / beta): 0.11 / -0.23 eV
* maximum force: 0.032 Eh/bohr
* E_tot: -320.8994 a.u.
* highest occupied orbital energy (alpha / beta): -7.712 / -7.675 eV

Last column: Löwdin charge in e.
Cartesian coordinates (Å):
C: 0.84505 -0.51521 0.23246  -0.41
C: -1.40686 0.90265 -0.61253  -0.03
N: -1.07704 0.87575 1.58508  0.00
N: 0.23868 -1.70696 -0.29716  -0.01
N: 1.78323 0.17074 -0.63848  0.00
O: -1.94307 0.64827 0.54611  -0.17
H: 1.42337 -0.81730 1.11358  0.10
H: -1.52373 0.38664 2.36414  0.07
H: -0.01943 0.18367 0.99140  0.07
H: 0.93814 -2.40679 -0.53295  0.06
H: 1.33097 0.72656 -1.35394  0.04
H: -0.31427 -1.51235 -1.12095  0.04
H: 2.41950 0.76458 -0.12152  0.06
H: -0.68311 1.70400 -0.70194  0.08
H: -2.01142 0.59574 -1.45329  0.09

=====

No. 7
# C2H9N3P

C2H9N3P as an isolated structure in a non-equilibrium geometry (the ωB97M-V functional and the def2-TZVPD basis, the OMol25 dataset).

* LUMO: -3.15 eV
* maximum force: 0.109 Eh/bohr
* E_tot: -586.9363 a.u.
* highest occupied orbital energy: -13.433 eV
* total charge: +1

Last column: Löwdin charge in e.
Cartesian coordinates (Å):
C: -0.93736 -0.29963 -0.63649  -0.47
C: 0.93809 0.29474 0.72145  -0.52
N: -1.70443 -1.15593 -1.28998  0.21
N: -1.40322 0.95636 -0.64104  0.20
N: 0.15953 -0.64672 -0.04871  0.02
P: 2.39205 -0.33358 1.67236  0.82
H: 1.41088 1.33059 -0.15738  0.21
H: 0.31616 0.77518 1.39470  0.02
H: -2.56071 -0.87241 -1.66314  0.11
H: -1.74582 -2.15789 -1.26942  0.14
H: -2.07342 1.32988 -1.34811  0.17
H: -1.13175 1.52422 0.12176  0.10
H: 0.39721 -1.68918 0.04948  0.20
H: 3.39372 0.07280 0.76825  -0.10
H: 2.54908 0.87157 2.32626  -0.10

=====

No. 8
# C2H9N4

A 2-piece molecular cluster, C2H9N4 overall in a non-equilibrium geometry (the ωB97M-V functional and the def2-TZVPD basis, the OMol25 dataset).

* LUMO (alpha / beta): -4.26 / -4.26 eV
* maximum force: 0.100 Eh/bohr
* E_tot: -300.1976 a.u.
* highest occupied orbital energy (alpha / beta): -13.100 / -13.100 eV
* total charge: +1

Last column: Löwdin charge in e.
Cartesian coordinates (Å):
C: 0.26244 -1.06349 0.70609  0.07
C: 0.50583 1.29741 0.36861  0.03
N: -1.71620 -0.52487 -0.32847  0.04
N: -1.67041 0.74220 -0.55485  0.09
N: 0.84192 0.09022 0.15883  -0.34
N: 1.58786 -0.10801 -0.96271  0.09
H: 0.68083 -2.07304 0.57451  0.11
H: -1.50734 -1.06985 -1.10547  0.12
H: -0.21232 -0.96902 1.61649  0.06
H: 1.04279 2.04062 -0.25330  0.12
H: 0.11534 1.66672 1.37615  0.14
H: -2.23761 -0.88940 0.40966  0.12
H: 2.34176 0.60741 -1.10062  0.14
H: 2.10310 -1.04723 -1.00967  0.16
H: -2.13797 1.30033 0.10477  0.06

=====

No. 9
# C2H9N4

An isolated ion of composition C2H9N4 and charge +1 in a non-equilibrium geometry (the ωB97M-V functional and the def2-TZVPD basis, the OMol25 dataset).

* LUMO: -6.27 eV
* maximum force: 0.088 Eh/bohr
* E_tot: -300.2111 a.u.
* SMILES: [H]/N=[NH+]/CN(C)N
* highest occupied orbital energy: -14.064 eV
* total charge: +1

Last column: Löwdin charge in e.
Cartesian coordinates (Å):
C: 1.65181 -0.59570 0.17653  -0.11
C: -0.69903 -0.59846 -0.49234  -0.24
N: -2.89886 -0.54946 0.43170  0.31
N: -1.93978 -0.01965 -0.14100  -0.01
N: 0.28968 -0.11190 0.39620  -0.18
N: 0.22645 1.61465 0.20158  0.06
H: 1.99930 -0.84361 -0.86515  0.10
H: 2.34322 0.03837 0.68225  0.07
H: 1.68483 -1.71764 0.63308  0.15
H: -0.73250 -1.74262 -0.28799  0.19
H: -0.55476 -0.30309 -1.57032  0.16
H: -3.56142 0.21934 0.70554  0.15
H: 0.73285 2.00157 1.03765  0.08
H: 1.00189 1.75624 -0.52121  0.09
H: -1.82501 1.03060 -0.20169  0.18